Entry 1:
# C3H9O2

2 unconnected molecules or ions with the total composition C3H9O2 in a non-equilibrium geometry (wB97M-V/def2-TZVPD, the Open Molecules 2025 dataset).

CARTESIAN COORDINATES (ANGSTROEM)
C 2.732 1.549 0.177
O 1.574 0.878 0.330
H 3.637 0.901 0.050
H 2.755 2.180 -0.757
H 3.093 2.240 0.990
C -1.195 -0.407 -0.090
O -1.236 -1.037 -1.394
C -1.978 -1.138 1.007
H -0.159 -0.405 0.257
H -1.511 0.628 -0.222
H -1.273 -0.287 -1.987
H -1.397 -2.062 1.136
H -1.971 -0.609 1.954
H -2.978 -1.493 0.748

Energy above the lowest of the compared OMol25 structures with the same formula, charge and spin, eV: 1.5406
HOMO energy, eV: -2.09
Charge: -1
HOMO-LUMO gap, eV: 6.08
DFT total energy, eV: -7350.5880

---

Entry 2:
# C56H122N6O8

8 unconnected molecules or ions with the total composition C56H122N6O8 in a non-equilibrium geometry (wB97M-V/def2-TZVPD, the Open Molecules 2025 dataset).

CARTESIAN COORDINATES (ANGSTROEM)
C -3.055 3.771 2.118
C -1.924 3.747 3.206
C -0.625 3.419 2.453
C 0.670 3.755 3.132
C 0.711 5.183 3.705
C -0.548 5.458 4.614
N -1.760 5.096 3.859
O -2.928 5.472 4.576
C -0.326 4.600 5.864
C -0.593 6.913 4.992
C -2.215 2.644 4.304
H -3.363 2.798 1.734
H -2.842 4.374 1.236
H -3.938 4.344 2.401
H -0.461 2.348 2.331
H -0.650 3.764 1.419
H 1.474 3.621 2.408
H 0.898 3.130 3.995
H 0.605 5.749 2.779
H 1.635 5.512 4.181
H -1.211 4.675 6.496
H 0.020 3.568 5.805
H 0.522 5.148 6.276
H 0.341 7.216 5.466
H -0.690 7.626 4.173
H -1.385 7.050 5.729
H -2.816 2.978 5.149
H -1.307 2.183 4.692
H -2.620 1.785 3.769
H -3.326 6.053 3.924
C -7.883 -5.620 -1.267
C -8.095 -4.598 -0.132
C -6.934 -4.933 0.861
C -6.719 -3.766 1.863
C -6.421 -2.441 1.109
C -7.738 -2.076 0.317
N -8.019 -3.215 -0.629
O -9.081 -2.917 -1.459
C -8.843 -1.610 1.264
C -7.304 -0.932 -0.676
C -9.408 -5.029 0.704
H -6.961 -5.411 -1.809
H -8.661 -5.570 -2.030
H -7.955 -6.626 -0.854
H -7.148 -5.770 1.525
H -5.976 -5.196 0.412
H -5.831 -3.868 2.486
H -7.542 -3.740 2.577
H -5.562 -2.369 0.442
H -6.125 -1.707 1.859
H -9.167 -2.344 2.002
H -8.595 -0.667 1.751
H -9.760 -1.402 0.712
H -6.385 -1.189 -1.202
H -8.008 -0.584 -1.432
H -7.216 -0.036 -0.061
H -9.293 -6.036 1.104
H -10.216 -5.066 -0.027
H -9.636 -4.361 1.534
H -8.670 -3.000 -2.323
C 1.138 4.125 -6.703
C 1.383 4.754 -5.317
C 2.147 6.141 -5.474
C 2.142 7.100 -4.258
C 0.689 7.385 -3.770
C -0.149 6.028 -3.591
N 0.028 5.050 -4.716
O -0.721 3.856 -4.533
C 0.190 5.393 -2.208
C -1.629 6.420 -3.597
C 2.170 3.717 -4.472
H 0.445 4.777 -7.236
H 0.567 3.198 -6.654
H 2.084 3.928 -7.205
H 3.201 5.918 -5.639
H 1.736 6.653 -6.344
H 2.689 8.000 -4.537
H 2.778 6.621 -3.513
H 0.271 8.022 -4.549
H 0.737 7.874 -2.797
H -0.372 4.475 -2.036
H 1.227 5.189 -1.941
H -0.267 5.985 -1.415
H -1.966 6.769 -4.573
H -2.341 5.691 -3.208
H -1.851 7.255 -2.931
H 3.163 3.676 -4.921
H 1.735 2.742 -4.690
H 2.090 3.803 -3.388
H -1.593 4.100 -4.852
C 5.436 -8.111 1.196
C 5.115 -6.836 0.418
C 4.078 -7.359 -0.628
C 3.254 -6.270 -1.230
C 2.439 -5.505 -0.118
C 3.423 -4.882 0.957
N 4.440 -5.931 1.442
O 5.204 -5.518 2.553
C 4.294 -3.739 0.320
C 2.510 -4.300 2.025
C 6.337 -6.272 -0.282
H 6.221 -8.754 0.798
H 4.574 -8.726 1.455
H 6.002 -7.790 2.071
H 4.608 -7.994 -1.338
H 3.409 -8.101 -0.192
H 2.563 -6.785 -1.898
H 3.871 -5.640 -1.870
H 1.735 -6.192 0.352
H 1.974 -4.696 -0.682
H 3.671 -2.845 0.307
H 5.098 -3.427 0.986
H 4.598 -3.922 -0.711
H 3.132 -4.090 2.894
H 2.091 -3.348 1.698
H 1.668 -4.930 2.311
H 6.090 -5.581 -1.087
H 7.088 -6.973 -0.646
H 6.918 -5.608 0.358
H 5.657 -4.788 2.124
C 7.348 -1.076 -0.197
C 6.575 0.211 0.116
C 5.931 0.521 -1.319
C 4.743 1.465 -1.271
C 3.813 0.874 -0.199
C 4.412 0.853 1.226
N 5.565 -0.055 1.145
O 6.057 -0.463 2.384
C 4.659 2.320 1.667
C 3.432 0.136 2.135
C 7.569 1.376 0.516
H 6.707 -1.950 -0.081
H 8.101 -1.230 0.576
H 7.884 -1.085 -1.146
H 6.656 0.962 -2.003
H 5.629 -0.415 -1.789
H 4.227 1.580 -2.224
H 4.981 2.517 -1.113
H 3.622 -0.164 -0.472
H 2.772 1.194 -0.179
H 5.103 2.989 0.929
H 3.729 2.879 1.768
H 5.187 2.418 2.615
H 3.761 0.102 3.174
H 2.482 0.669 2.179
H 3.290 -0.892 1.801
H 7.255 1.900 1.419
H 7.617 2.114 -0.285
H 8.563 0.996 0.751
H 6.356 -1.357 2.201
C -3.162 -0.291 0.071
C -2.207 -0.032 -1.100
C -1.271 1.187 -0.699
C 0.030 1.372 -1.481
C 0.782 -0.010 -1.549
C -0.032 -1.247 -2.028
N -1.335 -1.242 -1.254
O -2.088 -2.342 -1.628
C -0.079 -1.214 -3.484
C 0.776 -2.557 -1.604
C -3.033 0.291 -2.409
H -2.655 -0.416 1.028
H -3.856 -1.115 -0.092
H -3.828 0.535 0.318
H -1.816 2.121 -0.835
H -1.023 1.139 0.361
H 0.724 2.181 -1.253
H -0.247 1.610 -2.508
H 1.116 -0.117 -0.517
H 1.618 0.109 -2.239
H 0.803 -1.659 -3.946
H -0.950 -1.776 -3.820
H -0.292 -0.230 -3.903
H 1.046 -2.467 -0.551
H 0.203 -3.484 -1.611
H 1.725 -2.730 -2.111
H -3.798 -0.417 -2.728
H -2.324 0.238 -3.235
H -3.536 1.257 -2.460
H -2.435 -1.930 -2.422
C -2.272 -4.076 1.385
O -1.357 -3.029 1.226
H -1.956 -4.942 0.803
H -2.242 -4.311 2.449
H -3.248 -3.668 1.122
H -1.487 -2.610 0.373
C -0.143 -0.710 3.451
O -1.448 -1.186 3.484
H 0.405 -0.978 2.547
H -0.283 0.371 3.465
H 0.364 -0.872 4.402
H -1.576 -1.770 2.733

Energy above the lowest of the compared OMol25 structures with the same formula, charge and spin, eV: 2.7682
HOMO energy (spin up / spin down), eV: -9.56 / -9.56
2S+1: 2
Charge: +1
HOMO-LUMO gap (spin up / spin down), eV: 7.26 / 2.33
DFT total energy, eV: -85351.8603